124
Properties=species:S:1:pos:R:3:mulliken_charge:R:1 method="wB97M-V/def2-TZVPD" homo_ev=-7.483 e_lumo_ev=-2.870 e_tot_ha=-2401.5788 gap_ha=0.1695 charge=0
C 2.875 18.642 37.657 -1.585
C 1.788 19.248 36.730 1.758
C 1.053 20.305 37.538 -0.281
C -0.041 20.959 36.678 -0.760
C 0.599 21.572 35.361 -0.085
C 1.762 20.770 34.614 3.822
N 2.441 19.791 35.535 1.501
O 3.545 19.417 35.083 -0.393
C 2.744 21.781 34.021 -2.391
C 1.063 20.029 33.526 -3.272
C 0.997 18.031 36.177 -0.987
H 2.995 17.642 37.064 0.396
H 2.551 18.393 38.617 0.219
H 3.749 19.407 37.781 0.272
H 1.548 21.237 37.791 0.419
H 0.720 19.997 38.528 -0.986
H -0.633 21.776 37.043 0.733
H -0.530 20.085 36.327 -0.176
H 1.063 22.547 35.730 -1.120
H -0.273 21.990 34.750 0.502
H 3.451 22.107 34.616 0.720
H 2.319 22.655 33.348 0.075
H 3.367 21.089 33.437 0.498
H 0.193 19.586 33.840 0.406
H 1.605 19.302 33.065 0.815
H 0.780 20.607 32.624 0.187
H 1.604 17.031 35.959 0.154
H 0.205 18.115 35.358 -0.047
H 0.488 17.607 37.062 0.383
B 5.286 22.938 36.997 0.304
H 5.611 23.428 38.023 -0.170
H 5.127 23.812 36.308 -0.262
H 6.197 22.162 36.844 -0.333
H 4.135 22.395 37.256 -0.429
N 2.073 24.535 36.605 -0.037
C 0.937 24.761 37.412 -0.784
C -0.206 25.258 36.545 -0.353
C 0.394 25.521 35.233 -1.117
C 1.865 25.152 35.314 -0.606
H 2.912 24.147 36.870 0.260
H 0.806 24.362 38.341 0.669
H -1.217 25.387 36.993 0.419
H -0.001 25.817 34.452 0.726
H 2.641 25.238 34.734 0.773
N 2.974 18.612 30.342 0.087
C 3.751 19.686 30.730 0.113
C 2.896 20.893 30.504 -0.241
C 1.564 20.401 29.903 -1.167
C 1.661 18.904 29.941 -0.406
H 3.055 17.674 30.505 0.370
H 4.809 19.568 31.087 -0.176
H 3.173 21.867 30.750 0.591
H 0.756 21.036 29.754 0.465
H 1.139 17.879 29.757 0.334
N 5.297 16.265 30.726 0.035
C 4.314 15.299 30.919 -0.821
C 3.757 15.561 32.305 -0.191
C 4.554 16.729 32.857 -0.427
C 5.467 17.124 31.809 -0.631
H 5.856 16.317 29.852 0.255
H 4.005 14.709 30.151 0.468
H 2.837 15.126 32.622 0.114
H 4.476 17.414 33.611 0.812
H 6.315 17.940 31.600 0.372
N -0.019 15.763 41.311 -0.088
C -1.080 15.826 42.191 -0.202
C -2.337 15.774 41.481 -0.898
C -1.895 15.651 40.073 -0.052
C -0.356 15.614 40.034 -0.741
H 0.907 15.777 41.671 0.202
H -0.920 15.982 43.343 0.267
H -3.304 15.996 41.744 0.471
H -2.448 15.556 39.158 0.484
H 0.159 15.578 39.183 0.607
N -0.500 18.657 40.784 0.058
C -1.360 19.678 40.352 -0.489
C -0.639 21.041 40.364 -0.417
C 0.741 20.710 40.791 -0.831
C 0.691 19.235 41.123 -0.440
H -0.735 17.652 40.977 0.596
H -2.322 19.310 39.865 0.248
H -1.013 22.039 40.044 0.468
H 1.524 21.358 40.993 0.558
H 1.609 18.664 41.560 0.304
N -4.990 20.063 39.282 0.135
C -4.517 18.990 38.556 -0.919
C -3.583 19.535 37.395 -0.092
C -3.620 21.034 37.659 -0.346
C -4.638 21.319 38.827 -0.855
H -5.571 20.040 39.986 0.061
H -4.767 18.017 38.942 0.420
H -3.223 18.920 36.552 0.382
H -3.007 21.831 37.288 0.572
H -5.048 22.121 39.137 0.662
N -2.593 16.353 32.187 0.061
C -3.634 16.312 33.009 -0.499
C -3.680 17.658 33.635 -0.926
C -2.388 18.426 33.434 -0.141
C -1.776 17.528 32.290 -1.284
H -2.127 15.693 31.664 0.212
H -4.174 15.458 33.135 0.550
H -4.374 17.937 34.331 0.617
H -2.084 19.398 33.826 0.682
H -0.935 17.814 31.908 0.815
N 6.351 22.296 33.549 -0.015
C 5.629 23.389 32.950 -0.748
C 5.560 23.041 31.515 -0.524
C 6.313 21.741 31.302 -0.167
C 6.769 21.336 32.661 -0.430
H 6.573 22.413 34.589 0.205
H 5.061 24.089 33.434 0.575
H 5.102 23.602 30.693 0.479
H 6.478 21.153 30.255 0.308
H 7.374 20.426 33.013 0.371
N 1.539 13.922 35.654 0.030
C 0.886 13.565 36.837 -0.861
C -0.564 14.167 36.815 -0.613
C -0.662 14.637 35.364 0.157
C 0.632 14.516 34.717 -0.583
H 2.484 13.573 35.542 0.227
H 1.080 12.812 37.525 0.498
H -1.519 14.031 37.416 0.468
H -1.445 15.077 34.705 0.305
H 0.985 14.669 33.691 0.313